Molecular formula: C35H51F2IrN3PS
Method: DFT, ωB97M-V/def2-TZVPD

Results
**E_LUMO (alpha / beta)**: -11.055 / -10.963 eV
**E_HOMO (alpha / beta)**: -16.776 / -16.768 eV
**ΔE to the lowest compared entry with this formula, charge and spin**: 475.8 kJ/mol
**Expectation value of S²**: 0.7580
**Frontier orbital gap (alpha / beta)**: 0.21026 / 0.21332 Eh

ORCA input file:
```
! RIJCOSX wB97M-V def2-TZVPD def2/J DEFGRID3
* xyz 3 2
Ir -0.100 -0.418 0.370
C 6.904 0.583 1.221
C 6.488 -0.158 -0.064
C 7.008 0.561 -1.315
C 7.108 -1.560 -0.032
C 4.974 -0.186 -0.080
C 4.226 0.982 -0.226
C 2.848 0.934 -0.176
N 2.162 -0.192 0.003
C 2.858 -1.331 0.121
C 4.246 -1.359 0.095
C 2.099 -2.559 0.391
C 2.601 -3.810 0.057
C 1.955 -4.970 0.472
C 0.801 -4.781 1.238
C 0.317 -3.506 1.465
N 0.926 -2.409 1.024
C 2.474 -6.348 0.117
C 2.154 -7.355 1.224
C 1.763 -6.757 -1.194
C 3.986 -6.358 -0.130
H 7.988 0.594 1.298
H 6.509 0.091 2.108
H 6.547 1.610 1.214
H 8.095 0.547 -1.319
H 6.682 1.600 -1.347
H 6.663 0.073 -2.226
H 8.194 -1.485 -0.044
H 6.816 -2.129 -0.913
H 6.836 -2.093 0.878
H 4.696 1.941 -0.372
H 2.297 1.852 -0.278
H 4.746 -2.300 0.237
H 3.502 -3.863 -0.529
H 0.277 -5.623 1.657
H -0.583 -3.363 2.046
H 1.083 -7.509 1.338
H 2.561 -7.025 2.177
H 2.601 -8.318 0.991
H 0.693 -6.866 -1.042
H 2.164 -7.712 -1.525
H 1.935 -6.025 -1.977
H 4.522 -5.954 0.725
H 4.249 -5.803 -1.026
H 4.327 -7.378 -0.276
C -2.277 4.343 1.104
C -2.980 3.609 -0.018
C -2.831 4.328 -1.337
P -2.479 1.760 -0.028
C -3.271 1.089 1.584
C -4.324 1.934 2.290
C -2.135 0.729 2.542
C -3.478 0.941 -1.394
C -4.876 1.506 -1.614
C -2.668 0.885 -2.687
H -2.923 5.139 1.472
H -1.364 4.819 0.762
H -2.036 3.702 1.951
H -4.046 3.488 0.208
H -1.818 4.685 -1.505
H -3.472 5.214 -1.319
H -3.147 3.734 -2.192
H -3.753 0.168 1.229
H -3.921 2.858 2.695
H -4.712 1.361 3.132
H -5.166 2.164 1.645
H -1.667 1.619 2.960
H -1.327 0.141 2.024
H -2.504 0.134 3.376
H -3.584 -0.088 -1.021
H -4.858 2.511 -2.023
H -5.466 1.506 -0.701
H -5.392 0.875 -2.336
H -2.455 1.878 -3.078
H -3.221 0.343 -3.452
H -1.722 0.370 -2.528
S -3.847 -3.339 0.221
C -2.659 -2.242 0.759
N -1.767 -1.852 -0.119
C -1.975 -2.468 -1.335
C -1.207 -2.330 -2.493
C -1.611 -2.992 -3.638
C -2.747 -3.806 -3.643
C -3.491 -3.997 -2.495
C -3.100 -3.319 -1.349
H -2.683 -1.900 1.777
H -0.313 -1.717 -2.481
H -1.047 -2.880 -4.550
H -3.040 -4.308 -4.552
H -4.351 -4.648 -2.477
F 0.172 1.532 -1.360
C -0.278 2.523 -0.532
F 0.212 2.170 0.705
H 0.128 3.490 -0.833
*
```

Mulliken population analysis, charges in e, atoms 1 to 4: number 1, Ir, carries 1.706; number 2, C, carries -1.540; number 3, C, carries 1.926; number 4, C, carries -1.576

---

Molecular formula: C5H6O
Method: DFT, ωB97M-V/def2-TZVPD

Results
**E_LUMO**: 0.879 eV
**SMILES string**: C#CCC(C)=O
**E_HOMO**: -9.684 eV
**ΔE to the lowest compared entry with this formula, charge and spin**: 150.4 kJ/mol
**Frontier orbital gap**: 0.38816 Eh

ORCA input file:
```
! RIJCOSX wB97M-V def2-TZVPD def2/J DEFGRID3
* xyz 0 1
C 1.061 -0.303 -1.126
C -0.184 0.542 -0.963
O -0.383 1.537 -1.618
C -1.192 0.083 0.096
C -0.537 -0.040 1.399
C 0.079 -0.104 2.431
H 1.358 -0.306 -2.176
H 0.919 -1.326 -0.764
H 1.871 0.146 -0.542
H -1.604 -0.888 -0.211
H -2.011 0.808 0.125
H 0.622 -0.149 3.349
*
```

Mulliken population analysis, charges in e, atoms 1 to 4: number 1, C, carries -1.002; number 2, C, carries 0.609; number 3, O, carries -0.534; number 4, C, carries -0.650

---

Molecular formula: C5H6N
Method: DFT, ωB97M-V/def2-TZVPD

Results
**E_LUMO**: -5.529 eV
**E_HOMO**: -14.913 eV
**ΔE to the lowest compared entry with this formula, charge and spin**: 822.7 kJ/mol
**Frontier orbital gap**: 0.34485 Eh

ORCA input file:
```
! RIJCOSX wB97M-V def2-TZVPD def2/J DEFGRID3
* xyz 1 1
C -1.659 -0.825 0.156
C -1.724 0.377 0.751
C 1.803 0.449 -0.728
C 1.640 -0.778 -0.368
C -0.711 0.346 -0.311
N 0.696 0.248 0.112
H -1.638 -1.800 -0.293
H -2.224 0.884 1.499
H 2.181 1.356 -1.109
H 1.954 -1.783 -0.107
H -0.765 0.821 -1.283
H 0.447 0.704 1.683
*
```

Mulliken population analysis, charges in e, atoms 1 to 4: number 1, C, carries 0.051; number 2, C, carries -0.761; number 3, C, carries -0.146; number 4, C, carries -0.102

---

Molecular formula: C19H23Cl2InNS
Method: DFT, ωB97M-V/def2-TZVPD

Results
**E_LUMO**: 2.557 eV
**E_HOMO**: -4.141 eV
**ΔE to the lowest compared entry with this formula, charge and spin**: 69.4 kJ/mol
**Frontier orbital gap**: 0.24614 Eh

ORCA input file:
```
! RIJCOSX wB97M-V def2-TZVPD def2/J DEFGRID3
* xyz -1 1
In -2.355 0.195 -1.880
Cl -2.872 2.265 -0.772
Cl -3.026 -1.557 -0.304
C -4.365 -0.465 -2.692
H -5.111 -1.180 -2.274
H -4.860 0.486 -3.009
C 0.875 0.115 -2.511
C -0.285 0.666 -2.448
H 1.036 -0.941 -2.316
C -0.708 1.700 -3.527
H -3.712 -0.923 -3.517
C 0.460 2.132 -4.463
H -1.465 1.202 -4.173
H -1.177 2.604 -3.082
C 1.735 2.220 -3.620
H 0.614 1.414 -5.280
H 0.215 3.077 -4.960
C 2.113 0.882 -2.945
H 2.567 2.682 -4.175
H 1.471 2.895 -2.801
H 2.818 0.300 -3.572
H 2.724 1.153 -2.069
N -0.349 0.571 0.264
S 0.905 0.251 1.119
C 0.389 0.687 2.775
C 1.320 1.361 3.570
C 1.021 1.556 4.915
C -0.210 1.122 5.421
C -1.163 0.518 4.590
C -0.874 0.323 3.233
C 1.067 -1.523 1.292
C 0.042 -2.356 0.889
C 0.087 -3.712 1.213
C 1.222 -4.234 1.845
C 2.293 -3.392 2.190
C 2.209 -2.027 1.935
H -0.414 1.602 0.161
H 2.251 1.688 3.108
H 1.763 2.032 5.555
H -0.429 1.259 6.480
H -2.123 0.187 4.987
H -1.592 -0.105 2.533
H -0.811 -1.933 0.373
H -0.764 -4.348 0.971
H 1.277 -5.306 2.073
H 3.189 -3.803 2.668
H 3.000 -1.340 2.230
*
```

Mulliken population analysis, charges in e, atoms 1 to 4: number 1, In, carries 0.647; number 2, Cl, carries -0.575; number 3, Cl, carries -0.599; number 4, C, carries -0.970

---

Molecular formula: C5H6BCl5IO6P
Method: DFT, ωB97M-V/def2-TZVPD

Results
**E_LUMO**: -0.603 eV
**SMILES string**: O=C1O[C@H](Cl)[C@@](CB(O)O)(P(O)I)O1.ClC(Cl)(Cl)Cl
**E_HOMO**: -9.207 eV
**Frontier orbital gap**: 0.31617 Eh

ORCA input file:
```
! RIJCOSX wB97M-V def2-TZVPD def2/J DEFGRID3
* xyz 0 1
O 3.786 -0.544 0.748
C 2.563 -0.612 0.445
O 1.551 -1.493 1.024
C 0.348 -0.690 0.736
Cl -1.268 -1.218 1.370
C 0.596 -0.353 -0.799
C 0.854 -1.465 -1.917
B 0.104 -2.888 -1.797
O -1.132 -3.208 -1.135
O 0.730 -4.014 -2.506
P -0.547 0.937 -1.679
O -2.213 0.592 -1.297
I -0.073 3.217 -0.841
O 1.964 0.193 -0.617
H 0.571 0.327 1.254
H 1.990 -1.680 -2.007
H 0.565 -1.001 -2.945
H -1.843 -2.557 -1.312
H 0.895 -3.650 -3.416
H -2.255 -0.397 -1.378
C -1.437 4.101 3.614
Cl -2.318 5.078 2.419
Cl 0.017 4.977 4.138
Cl -2.483 3.795 5.017
Cl -0.964 2.553 2.880
*
```

Mulliken population analysis, charges in e, atoms 1 to 4: number 1, O, carries -0.521; number 2, C, carries 0.492; number 3, O, carries -0.345; number 4, C, carries 0.106

---

no.,calculated total energy (a.u.)
1,-2571.0884
2,-269.2889
3,-248.3023
4,-2301.2243
5,-3610.4489